(1)
C16H28B2BrF6KLiMg2N4NbO9P as an isolated structure in a non-equilibrium geometry. Source: OMol25; level of theory: ωB97M-V with the def2-TZVPD basis set.

Results
- Total charge: -1
- Largest force on an atom: 0.06674 hartree/bohr
- Calculated total energy: -6151.41995 a.u.
- 2S+1: 1

Last column: Löwdin charge in e.
Geometry (Å):
C 6.311256 -2.527661 -0.986555  -0.07
C 5.540259 -1.704444 -1.988806  -0.27
O 5.163124 -0.458721 -1.398361  -0.13
B 3.792909 -0.121616 -1.493601  -0.83
O 3.359370 0.738836 -2.442214  0.11
Nb 2.114384 -0.996242 0.008529  1.07
F 3.731787 -1.249500 1.407298  -0.80
C 0.549204 -0.639738 -1.384015  -0.29
C -0.183886 -1.873735 -1.890284  -0.74
N -1.581975 -1.561883 -2.196870  0.11
N -0.172555 -2.862624 -0.773943  -0.03
N 0.473328 -2.381855 -3.058712  0.10
H 6.387140 -3.562508 -1.314449  0.07
H 5.741571 -2.529115 -0.059386  0.05
H 7.292124 -2.098458 -0.804801  0.08
H 4.649677 -2.253515 -2.299637  0.10
H 6.142654 -1.495509 -2.871975  0.12
H 3.144654 0.367637 -3.316459  0.10
H 2.464040 -2.765095 -0.554396  -0.12
H 1.009412 -1.615302 1.409976  -0.08
H 1.935105 0.748058 0.684314  -0.10
H -0.134410 0.083832 -0.940814  0.04
H 0.969443 -0.178768 -2.278515  0.06
H -1.733075 -1.516506 -3.196931  0.07
H -1.835446 -0.654003 -1.817073  0.06
H -0.492746 -2.357211 0.052275  0.03
H -0.925103 -3.497434 -0.972520  0.00
H -0.125138 -2.462199 -3.865447  0.08
H 1.016500 -3.213564 -2.885672  0.06
Li -0.453512 -5.012607 -0.028598  0.43
Mg 4.193915 0.958184 0.982455  0.81
N -0.632665 -3.543553 3.398661  0.08
C 0.334471 -3.152848 4.214893  -0.15
C 0.300270 -3.342890 5.593380  -0.04
C -0.799293 -3.968234 6.148401  -0.07
C -1.817106 -4.376783 5.296068  -0.19
C -1.681502 -4.140493 3.933124  -0.24
H 1.180678 -2.664440 3.742148  0.04
H 1.122402 -3.004409 6.208227  0.11
H -0.866900 -4.133895 7.215906  0.11
H -2.703259 -4.865723 5.688233  0.04
H -2.453444 -4.443801 3.221245  0.07
C -1.667942 2.323105 -1.118110  -0.74
O -2.634502 2.839253 -1.800968  -0.05
O -0.476801 2.995450 -1.136267  0.10
O -1.807851 1.290950 -0.448863  0.00
H -0.758678 3.737631 -1.721476  0.09
F -4.131181 4.120385 4.320676  0.09
C -3.995294 3.941296 3.010853  -0.24
C -4.662435 2.865205 2.433409  -0.01
C -4.534520 2.683615 1.084086  -0.12
C -3.712829 3.578266 0.327444  -0.39
C -3.047609 4.674798 0.962217  -0.01
C -3.196473 4.846601 2.306518  0.03
H -5.261408 2.208589 3.047554  0.12
H -5.036358 1.871356 0.580623  0.12
H -3.518167 3.371135 -0.861707  0.01
H -2.424713 5.347591 0.374132  0.11
H -2.712831 5.659993 2.828836  0.13
Br -5.411502 4.394271 -0.930693  0.66
O -0.597733 0.098523 -6.528202  -0.20
P 0.318991 0.827765 -5.548063  -0.14
O 1.448717 -0.109177 -5.133797  -0.23
O -0.469287 1.222435 -4.307651  -0.16
O 0.865755 2.072751 -6.226302  -0.17
Mg 3.019748 -3.483839 1.661478  0.38
K -2.698647 -6.831946 4.404361  0.64
B -0.635822 6.767552 -1.206552  -1.23
F -0.957420 6.545350 0.173745  0.04
F -0.805015 5.543576 -1.907924  0.09
F -1.504565 7.728533 -1.721516  0.10
F 0.678745 7.199350 -1.302935  0.11

Cartesian forces (eV/Å) of the 6 atoms listed first:
-0.3 0.0 0.1
0.0 0.2 0.1
0.1 -0.2 -0.3
0.9 -0.4 0.7
-0.3 -0.3 -0.3
-1.8 1.7 -2.0


(2)
One molecule with the formula C2H4OS in a non-equilibrium geometry. Source: OMol25; level of theory: ωB97M-V with the def2-TZVPD basis set.

Results
- Largest force on an atom: 0.06924 hartree/bohr
- Energy relative to the best compared isomer or geometry (same formula, charge and spin): 55.4 kcal/mol
- SMILES: OCC=S
- Calculated total energy: -551.94034 a.u.
- 2S+1: 1

Last column: Löwdin charge in e.
Geometry (Å):
O -1.039245 0.212265 1.104233  -0.22
C -0.370183 -0.630178 0.210161  -0.38
C 0.454905 0.263717 -0.792196  -0.50
S 0.878919 1.841812 -0.301630  0.70
H -0.340652 1.071322 0.930980  0.00
H 0.546372 -1.149218 0.962883  0.19
H -1.013308 -1.388659 -0.377129  0.13
H 0.883192 -0.221061 -1.737303  0.08

Cartesian forces (eV/Å) of the 6 atoms listed first:
2.0 1.8 -1.4
2.1 -0.3 0.8
1.2 0.7 0.7
-0.8 -3.0 -1.4
-2.6 -1.7 1.3
-2.2 0.6 -2.7


- Which value of calculated total energy does entry 1 give?
  -6151.41995 a.u.


- calculated total energy of number 2 (C2H4OS)?
  -551.94034 a.u.